Entry 1:
Here is C27H25N9O2RuS as an isolated structure in a non-equilibrium geometry from the Open Molecules 2025 dataset. Energies are from ωB97M-V/def2-TZVPD.

XYZ file:
```
65
Properties=species:S:1:pos:R:3:nbo_charge:R:1
Ru 1.259 0.718 -0.012 1.750
C 5.034 -1.167 0.806 -0.259
C 6.006 -0.185 0.841 -0.119
C 5.641 1.178 0.850 -0.216
C 4.266 1.579 0.772 0.385
N 3.324 0.594 0.840 -0.569
C 3.721 -0.716 0.874 0.050
N 3.899 2.911 0.602 -0.489
C 2.713 3.354 0.417 0.456
N 1.484 2.709 0.379 -0.708
C 0.475 3.672 0.100 0.473
N -0.764 3.527 -0.087 -0.473
C -1.515 2.411 0.178 0.354
C -2.928 2.575 0.017 -0.216
C -3.769 1.564 0.401 -0.141
C -3.209 0.335 0.828 -0.241
C -1.837 0.251 0.955 0.053
N -1.006 1.260 0.657 -0.548
C 1.160 4.972 -0.016 -0.096
C 0.633 6.284 -0.047 -0.157
C 1.528 7.358 -0.088 -0.185
C 2.916 7.138 0.009 -0.181
C 3.444 5.821 0.127 -0.165
C 2.527 4.762 0.163 -0.034
H 5.335 -2.205 0.752 0.244
H 7.038 -0.425 0.818 0.232
H 6.426 1.884 0.784 0.242
H 2.927 -1.475 1.001 0.209
H -3.321 3.516 -0.349 0.244
H -4.855 1.683 0.302 0.231
H -3.879 -0.532 1.024 0.237
H -1.316 -0.643 1.251 0.241
H -0.419 6.389 -0.052 0.233
H 1.145 8.371 -0.066 0.230
H 3.564 7.995 -0.023 0.228
H 4.511 5.657 0.236 0.239
C 0.225 -4.901 -0.159 -0.418
N 0.849 -3.645 -0.496 -0.415
C 1.715 -3.663 -1.563 0.133
C 2.134 -2.551 -2.165 -0.384
C 1.703 -1.344 -1.562 0.624
O 2.098 -0.169 -1.904 -0.670
N 0.870 -1.342 -0.490 -0.747
C 0.355 -2.496 0.060 0.810
O -0.424 -2.564 0.985 -0.647
H 1.004 -5.664 -0.238 0.216
H -0.609 -5.056 -0.825 0.228
H -0.039 -4.882 0.862 0.234
H 1.993 -4.682 -1.892 0.233
H 2.798 -2.547 -3.030 0.264
C -5.601 -1.958 -1.320 -0.409
N -4.684 -2.769 -0.527 -0.413
C -5.201 -3.710 0.447 -0.223
C -3.918 -4.169 1.115 -0.233
N -2.960 -4.026 0.007 -0.612
C -3.407 -3.010 -0.818 0.321
S -2.444 -2.237 -1.964 -0.318
H -6.187 -1.311 -0.666 0.199
H -6.249 -2.600 -1.880 0.208
H -5.057 -1.277 -1.935 0.246
H -5.659 -4.521 -0.125 0.201
H -5.937 -3.205 1.105 0.219
H -3.918 -5.193 1.464 0.216
H -3.602 -3.581 1.998 0.192
H -2.004 -4.046 0.274 0.414
```

The LUMO energy (spin up / spin down) is -3.594 / -5.270 eV. Its charge is +1. The multiplicity is 6. The calculated total energy is -2180.02830 Eh. The energy above the lowest of the compared OMol25 structures with the same formula, charge and spin comes out at 100.31 kJ/mol.

Entry 2:
Here is C27H26AsN2ReS4Si2 as an isolated structure in a non-equilibrium geometry from the Open Molecules 2025 dataset. Energies are from ωB97M-V/def2-TZVPD.

XYZ file:
```
63
Properties=species:S:1:pos:R:3:nbo_charge:R:1
Re -0.271 -1.979 0.481 0.502
S 1.167 -4.995 -1.062 -0.330
As -0.570 -4.071 -1.678 0.873
S -1.894 -3.490 0.125 -0.122
S 0.967 -0.779 -0.874 -0.118
S -1.371 -3.666 -3.512 -0.236
C 0.674 5.055 -1.242 -0.160
C 1.874 4.919 -0.561 -0.213
C 2.339 3.666 -0.214 -0.118
C 1.617 2.516 -0.564 -0.555
C 0.411 2.667 -1.258 -0.196
C -0.056 3.927 -1.585 -0.191
Si 2.419 0.886 -0.105 1.410
C 3.814 0.203 -1.171 -0.553
C 5.005 -0.284 -0.621 -0.130
C 6.001 -0.769 -1.448 -0.221
C 5.818 -0.792 -2.824 -0.151
C 4.645 -0.306 -3.385 -0.186
C 3.647 0.178 -2.564 -0.191
H 0.303 6.039 -1.482 0.237
H 2.448 5.794 -0.298 0.237
H 3.270 3.572 0.321 0.208
H -0.163 1.796 -1.542 0.212
H -0.992 4.028 -2.113 0.231
H 2.487 0.549 1.325 -0.161
H 5.159 -0.267 0.448 0.209
H 6.925 -1.134 -1.022 0.236
H 6.585 -1.202 -3.462 0.238
H 4.506 -0.311 -4.456 0.237
H 2.727 0.540 -3.000 0.219
C -5.240 -1.061 3.753 -0.156
C -4.256 -0.159 4.129 -0.189
C -3.174 0.080 3.301 -0.203
C -3.075 -0.561 2.066 -0.536
C -4.079 -1.455 1.695 -0.132
C -5.152 -1.709 2.529 -0.216
Si -1.760 -0.025 0.818 1.151
C -2.508 0.546 -0.828 -0.431
C -3.369 1.647 -0.826 -0.219
C -3.946 2.096 -1.999 -0.184
C -3.682 1.457 -3.200 -0.173
C -2.843 0.353 -3.220 -0.207
C -2.262 -0.093 -2.046 -0.231
H -6.072 -1.261 4.411 0.239
H -4.336 0.367 5.069 0.235
H -2.417 0.788 3.603 0.220
H -4.023 -1.944 0.731 0.200
H -5.920 -2.400 2.221 0.236
H -0.913 1.049 1.416 -0.138
H -3.589 2.145 0.105 0.222
H -4.606 2.949 -1.974 0.235
H -4.138 1.808 -4.114 0.237
H -2.640 -0.159 -4.148 0.230
H -1.597 -0.957 -2.069 0.185
N 0.666 -2.464 3.347 -0.300
C 1.683 -2.935 4.080 0.074
C 2.719 -3.231 3.211 -0.295
C 2.238 -2.912 1.948 0.045
N 0.986 -2.444 2.036 -0.371
H -0.237 -2.144 3.683 0.452
H 1.628 -3.040 5.148 0.268
H 3.683 -3.628 3.460 0.278
H 2.740 -2.992 1.001 0.258
```

The LUMO energy (spin up / spin down) is -8.641 / -8.674 eV. Its charge is +2. The calculated total energy is -5639.20912 Eh.

Entry 3:
Here is C27H26BrMoNPSe2 as an isolated structure from the Open Molecules 2025 dataset. Energies are from ωB97M-V/def2-TZVPD.

XYZ file:
```
59
Properties=species:S:1:pos:R:3:nbo_charge:R:1
Mo 0.011 -1.123 -0.167 0.918
C -2.543 -2.414 -1.592 -0.422
N -1.070 -2.443 -1.702 -0.437
C -0.692 -2.058 -3.083 -0.424
C -0.559 -3.813 -1.462 -0.256
C 0.905 -3.761 -1.121 -0.044
C 1.705 -4.880 -1.287 -0.210
C 3.048 -4.829 -0.944 -0.156
C 3.596 -3.654 -0.444 -0.203
C 2.799 -2.534 -0.278 -0.197
C 1.434 -2.563 -0.604 -0.273
H -2.996 -3.095 -2.320 0.205
H -2.902 -1.404 -1.784 0.220
H -2.848 -2.705 -0.590 0.228
H -1.105 -2.782 -3.791 0.207
H 0.391 -2.035 -3.184 0.230
H -1.095 -1.078 -3.326 0.218
H -0.740 -4.438 -2.342 0.215
H -1.129 -4.251 -0.644 0.223
H 1.283 -5.794 -1.690 0.222
H 3.672 -5.703 -1.077 0.229
H 4.646 -3.611 -0.185 0.228
H 3.247 -1.627 0.103 0.223
Se 1.632 0.514 1.013 -0.220
P 0.563 2.071 -0.090 1.083
Se -0.641 0.910 -1.533 -0.203
C -0.487 3.037 1.001 -0.468
C 0.152 3.817 1.967 -0.116
C -0.610 4.554 2.856 -0.215
C -1.999 4.515 2.781 -0.172
C -2.629 3.740 1.819 -0.193
C -1.874 2.994 0.923 -0.193
C 1.650 3.223 -0.930 -0.361
C 1.181 4.489 -1.269 -0.200
C 2.004 5.349 -1.977 -0.200
C 3.282 4.949 -2.340 -0.167
C 3.748 3.685 -2.001 -0.189
C 2.932 2.814 -1.297 -0.200
H 1.234 3.842 2.023 0.221
H -0.121 5.160 3.607 0.232
H -2.590 5.094 3.478 0.231
H -3.709 3.716 1.763 0.230
H -2.360 2.384 0.173 0.235
H 0.186 4.804 -0.977 0.230
H 1.648 6.336 -2.242 0.232
H 3.923 5.627 -2.889 0.230
H 4.746 3.378 -2.282 0.229
H 3.283 1.827 -1.026 0.235
Br -3.992 -2.325 5.123 0.101
C -2.858 -2.015 3.650 -0.069
C -2.404 -3.089 2.899 -0.226
C -1.588 -2.851 1.805 -0.229
C -1.190 -1.555 1.454 -0.282
C -1.632 -0.500 2.264 -0.205
C -2.477 -0.718 3.340 -0.227
H -2.687 -4.098 3.164 0.238
H -1.236 -3.711 1.250 0.207
H -1.320 0.519 2.066 0.219
H -2.820 0.110 3.946 0.236
```

The LUMO energy (spin up / spin down) is -4.021 / -3.533 eV. Its charge is +1. The multiplicity is 3. The calculated total energy is -8885.47183 Eh. The energy above the lowest of the compared OMol25 structures with the same formula, charge and spin comes out at 0.00 kJ/mol.

Entry 4:
Here is C27H26ClN3O3PdSb2Se4 as an isolated structure in a non-equilibrium geometry from the Open Molecules 2025 dataset. Energies are from ωB97M-V/def2-TZVPD.

XYZ file:
```
67
Properties=species:S:1:pos:R:3:nbo_charge:R:1
Pd -0.027 -1.406 0.645 0.860
C -2.533 -0.909 3.313 -0.654
C -2.086 0.261 2.492 0.267
C -2.887 1.384 2.326 -0.254
C -2.451 2.423 1.526 -0.114
C -1.217 2.327 0.904 -0.220
C -0.461 1.192 1.126 -0.067
N -0.878 0.189 1.913 -0.566
Sb 1.436 1.128 0.015 1.166
C 2.281 0.241 1.804 -0.098
C 3.013 0.921 2.760 -0.278
C 3.504 0.216 3.849 -0.139
C 3.270 -1.144 3.925 -0.252
C 2.509 -1.771 2.943 0.253
C 2.240 -3.240 3.006 -0.657
N 2.007 -1.070 1.917 -0.508
C 1.968 -0.697 -1.110 -0.013
C 2.772 -0.445 -2.209 -0.293
C 3.088 -1.495 -3.060 -0.134
C 2.586 -2.752 -2.790 -0.252
C 1.778 -2.948 -1.673 0.261
C 1.209 -4.295 -1.354 -0.654
N 1.502 -1.927 -0.853 -0.529
H -3.160 -0.580 4.141 0.224
H -3.121 -1.595 2.698 0.241
H -1.679 -1.460 3.698 0.237
H -3.853 1.419 2.810 0.223
H -3.075 3.293 1.365 0.222
H -0.864 3.102 0.237 0.231
H 3.200 1.982 2.651 0.224
H 4.077 0.716 4.620 0.222
H 3.672 -1.734 4.737 0.224
H 3.052 -3.765 3.507 0.232
H 1.323 -3.438 3.567 0.237
H 2.113 -3.657 2.009 0.241
H 3.129 0.558 -2.405 0.226
H 3.706 -1.328 -3.933 0.223
H 2.808 -3.592 -3.432 0.225
H 1.559 -5.036 -2.069 0.224
H 1.490 -4.620 -0.351 0.251
H 0.119 -4.265 -1.390 0.238
Se 1.292 -7.141 1.698 -0.598
Sb -0.627 -6.079 2.570 0.483
Se -0.774 -3.587 1.518 -0.353
Se -2.092 -2.555 -0.158 0.131
Se -3.595 -4.034 -0.915 -0.066
C 0.060 3.092 -3.747 -0.641
C -0.911 3.597 -2.717 -0.040
C -0.548 4.656 -1.888 -0.235
C -1.442 5.185 -0.974 -0.054
Cl -0.948 6.517 0.034 -0.010
C -2.723 4.674 -0.853 -0.253
C -3.086 3.604 -1.651 -0.215
C -2.198 3.064 -2.572 0.292
O -2.684 2.050 -3.361 -0.513
C -2.067 0.758 -3.257 -0.162
C -1.660 0.429 -1.810 0.762
O -2.549 0.306 -0.965 -0.705
O -0.403 0.313 -1.608 -0.845
H 0.850 3.825 -3.912 0.216
H -0.444 2.912 -4.697 0.228
H 0.513 2.154 -3.425 0.236
H 0.441 5.088 -1.977 0.225
H -3.415 5.102 -0.141 0.227
H -4.067 3.154 -1.570 0.239
H -1.207 0.683 -3.922 0.175
H -2.837 0.053 -3.574 0.206
```

The LUMO energy (spin up / spin down) is -0.919 / -2.613 eV. The multiplicity is 5. The calculated total energy is -12108.69205 Eh. The energy above the lowest of the compared OMol25 structures with the same formula, charge and spin comes out at 44.52 kJ/mol.